1.
77
Properties=species:S:1:pos:R:3:forces:R:3:mulliken_charge:R:1 method="wB97M-V/def2-TZVPD" e_homo_ev=-10.641 smiles="C[N+](=O)[O-].C[N+](=O)[O-].C[N+](=O)[O-].C[N+](=O)[O-].C[N+](=O)[O-].C[N+](=O)[O-].C[N+](=O)[O-].C[N+](=O)[O-].C[N+](=O)[O-].C[N+](=O)[O-].C[N+](=O)[O-]" total_energy_ha=-2695.46653 orbital_gap_ha=0.3623 relative_energy_ev=0.769
O 2.420940 3.816296 2.085023 -0.204 0.266 0.120 -0.53
O -3.549483 -1.691378 -3.386279 0.150 0.005 -0.236 -0.57
H -0.981938 0.536082 3.995111 -0.584 -0.453 0.020 0.23
H 2.449892 -4.051423 -3.999181 0.120 -0.458 -0.150 0.28
H -4.999228 3.117783 2.894551 -0.158 -0.099 -0.080 0.31
C 3.763026 -0.118569 -2.408545 0.595 0.115 1.243 0.12
H -0.410694 0.913856 -1.215112 0.467 0.227 -0.122 0.26
H 1.681174 1.949332 4.503051 0.093 -0.061 0.180 0.07
H 3.250753 0.302164 -3.262933 -0.183 -0.321 -0.074 0.26
O 6.078892 0.030414 -2.748180 -0.321 0.401 0.288 -0.58
O -4.935873 1.444580 0.303038 0.126 -0.583 -0.534 -0.41
H -3.721543 -0.834629 2.570176 0.169 -0.026 -0.073 0.10
H 3.799705 -3.370208 -3.095971 0.082 -0.113 -0.153 0.23
C 3.224802 4.130906 -0.934210 0.168 0.145 -0.453 -0.66
C -4.361283 2.739243 2.103581 0.399 -0.041 0.320 -0.59
H -4.042206 0.648945 -3.868912 -0.313 0.155 0.061 0.35
H -1.433473 -0.724984 -4.619957 0.100 -0.003 0.296 0.18
H 3.502258 -5.125119 -2.884981 -0.209 -0.215 -0.397 0.31
H 0.315876 -0.596657 -0.640847 0.300 0.073 -0.112 0.29
H 3.406813 2.416247 4.197540 -0.070 -0.315 -0.136 0.28
H 1.384696 -2.187390 1.169616 -0.060 -0.109 0.241 0.24
O -6.004948 3.279320 0.582766 -0.242 0.388 -0.117 -0.58
N 5.087980 0.586338 -2.316056 -0.348 -0.058 -0.157 0.92
H -3.980699 -2.532919 2.068123 -0.164 -0.020 0.033 0.38
O 5.034771 1.705797 -1.827320 0.533 -0.351 -0.235 -0.57
C -0.654530 -1.399117 -4.945719 -0.654 -0.831 -1.552 -0.80
N -5.169586 2.466164 0.896891 -0.148 0.225 0.360 0.90
O 1.631008 -1.133315 -5.129621 -0.053 -0.131 0.359 -0.55
H 0.965016 0.957889 0.007126 -0.068 0.136 0.066 0.15
N 2.710227 -3.100936 2.514322 -0.094 -0.201 -0.696 1.06
C 2.358046 2.687355 4.099994 0.014 0.551 0.183 -0.59
O -1.914004 -1.936287 4.880481 -0.686 -0.113 0.187 -0.60
H -0.906319 -2.437964 -4.728700 0.190 0.162 0.783 0.30
H 2.669571 -1.122985 1.786754 0.093 -0.097 0.080 0.20
O 2.122911 -4.153635 2.432349 -0.064 -0.265 0.091 -0.55
H -4.414999 1.045493 -2.077767 -0.305 0.075 -0.282 0.20
H -3.870161 1.807580 2.360688 -0.013 0.051 0.110 0.06
N 0.655475 -1.016812 -4.410817 -0.155 0.313 0.089 0.80
O 3.506491 -2.806165 3.374353 0.251 0.275 0.257 -0.60
H 0.479884 0.098956 4.711227 0.089 -0.138 0.688 0.26
N -0.825257 -1.501375 4.603426 0.087 0.314 -0.358 1.04
O -4.126040 -1.233060 -1.376374 -0.094 -0.142 0.499 -0.58
H -0.593468 -1.432831 -6.033772 0.197 0.499 0.056 0.38
O 1.591949 1.833497 2.096302 -0.167 0.182 0.234 -0.54
O -6.461897 -2.155546 1.862126 -0.369 -0.514 -0.314 -0.58
O 0.653510 -0.566908 -3.282737 0.304 0.026 -0.024 -0.33
C 0.101400 0.441020 -0.386264 -0.928 -0.700 -0.196 -0.65
C -4.247846 -1.494877 1.892229 0.679 -0.157 0.075 -0.30
N 2.125176 3.941844 -1.918523 0.316 -0.465 0.464 0.96
H 3.045672 5.077336 -0.437622 0.072 -0.048 0.097 0.32
N -5.679396 -1.302351 2.183813 0.251 0.206 0.130 1.01
H 2.975829 -2.332719 0.510973 0.387 -0.382 0.300 0.34
O 1.676956 2.816379 -2.029975 -0.263 -0.120 -0.135 -0.51
H 2.259659 3.674176 4.544845 -0.253 -0.064 -0.008 0.35
N 2.064193 2.809426 2.653106 0.670 -0.487 -0.440 0.98
H 4.120018 4.170673 -1.553099 0.075 0.084 0.179 0.29
O 0.088680 -2.148897 4.158168 0.493 -0.317 -0.245 -0.52
H -2.773638 0.861770 -2.649733 0.008 -0.091 -0.046 0.14
C 2.436921 -2.122780 1.429853 -0.577 0.813 -0.150 -0.69
H -4.031965 -1.238406 0.857498 -0.288 0.118 0.074 0.00
C -0.588838 -0.057065 4.820909 0.347 0.514 -0.435 -0.79
N 2.135227 -3.835883 -1.964682 -0.080 -0.071 0.159 0.79
O -2.077994 0.669787 0.384283 -0.667 0.283 -0.352 -0.49
H 3.263675 3.275110 -0.278184 -0.095 0.026 0.072 0.16
H 3.924574 -1.187679 -2.360705 0.073 0.001 -0.759 -0.11
C 3.058246 -4.165162 -3.107634 -0.068 0.946 0.799 -0.70
H -1.060207 0.204132 5.760538 0.249 0.154 0.080 0.35
O -5.972946 -0.277057 2.763126 -0.226 0.481 0.169 -0.57
N -0.960524 0.318789 0.658861 0.746 0.097 0.494 0.98
H -3.628899 3.503309 1.850152 -0.040 -0.023 -0.145 0.32
N -3.833589 -0.912053 -2.496710 -0.013 0.091 -0.376 0.98
O -0.645017 -0.138612 1.740572 0.210 -0.175 0.088 -0.43
O 1.638166 -4.753122 -1.354962 0.074 0.127 -0.139 -0.50
O 1.785772 4.900037 -2.562836 -0.256 0.308 -0.277 -0.57
O 1.932676 -2.650825 -1.730265 0.097 -0.287 -0.163 -0.41
H 3.283837 0.127373 -1.463384 -0.380 0.305 -0.296 -0.07
C -3.803874 0.542300 -2.818944 0.583 -0.091 0.393 -0.58

=====

2.
73
Properties=species:S:1:pos:R:3:forces:R:3:mulliken_charge:R:1 method="wB97M-V/def2-TZVPD" e_homo_ev=-9.476 smiles="C[C@@H](F)CB(CB(O)O)[PH2]=N.C[N+](=O)[O-].C[N+](=O)[O-].C[N+](=O)[O-].C[N+](=O)[O-].C[N+](=O)[O-].C[N+](=O)[O-].C[N+](=O)[O-]" total_energy_ha=-2571.73292 orbital_gap_ha=0.3177
C 2.079393 0.222220 2.931030 0.183 0.228 -0.101 0.36
O -0.606468 5.024140 -4.028611 0.034 0.039 0.003 -0.53
H -0.452039 -7.503612 1.429816 -0.005 -0.007 0.036 0.32
H 0.431906 -2.107566 2.146196 0.109 -0.170 0.188 0.01
H -2.238274 -3.273042 -1.975731 0.069 -0.006 0.010 0.27
H 5.129234 -6.075749 2.474827 0.051 -0.009 0.015 0.28
C -2.344389 4.132869 -5.268944 -0.100 -0.053 0.012 -0.74
C -4.479351 3.307310 -0.743176 0.086 -0.011 0.062 -0.41
H -1.196628 8.281526 -2.096285 -0.008 0.040 0.012 0.31
H -3.345852 3.775942 -5.058751 -0.003 -0.009 0.036 0.26
H 0.779251 1.865586 2.433287 -0.040 0.124 -0.022 0.31
N 5.192722 -7.768270 1.254322 -0.025 0.027 0.018 0.93
O -1.837527 9.543364 -4.943077 -0.012 -0.009 -0.042 -0.53
H -4.334668 4.379345 -0.829965 -0.051 0.019 -0.042 0.27
H -1.710084 3.342807 -5.657789 0.044 0.023 -0.023 0.30
O -3.855901 1.691546 2.195545 0.178 -0.265 -0.530 -0.50
O -1.818486 2.732534 1.698997 0.046 0.065 0.180 -0.53
C 5.994997 1.096797 -1.229893 -0.051 0.052 -0.069 -0.73
O 4.268039 -8.397284 0.780400 -0.044 -0.014 -0.007 -0.53
H -1.216570 -2.300314 3.576255 0.224 -0.097 0.121 0.04
B -2.517693 1.807924 2.447132 -0.167 0.171 0.138 0.46
O 6.249722 -8.243109 1.608791 0.034 -0.013 0.001 -0.55
H -1.613371 1.627180 4.438357 -0.070 0.277 -0.024 0.25
P -0.794723 -1.516446 2.483815 -0.523 0.024 -0.638 0.16
H -0.465469 7.775692 -3.652607 -0.030 -0.034 -0.055 0.29
H 5.455669 1.668789 -1.974272 -0.027 -0.011 -0.008 0.31
O -5.341618 3.174375 -2.880153 -0.005 0.043 -0.032 -0.59
H -2.161298 -0.619027 1.031480 -0.065 -0.036 -0.127 0.13
O 4.048928 -0.165251 -1.325506 -0.020 0.031 -0.050 -0.49
H -4.176866 0.819262 2.438683 -0.316 0.075 0.379 0.31
O -1.648849 10.461937 -3.003373 0.007 0.019 0.024 -0.53
H 3.050982 0.901708 1.167555 -0.048 0.146 -0.090 0.39
O -3.662416 1.916708 -2.407272 0.003 -0.066 0.023 -0.53
C 2.443612 0.052327 1.468877 0.009 -0.157 0.244 -1.24
H -5.440354 3.084615 -0.290723 -0.037 0.037 -0.025 0.30
H -2.207840 7.534545 -3.371621 0.003 -0.018 -0.039 0.23
C 5.020177 -6.299045 1.418648 -0.092 0.073 -0.095 -0.67
H 1.194245 -7.549404 0.715650 0.054 0.038 -0.002 0.24
H 2.020236 -0.748055 3.423951 -0.093 -0.056 0.119 0.21
O -2.416362 4.505155 -2.986925 0.033 0.198 0.200 -0.47
H 5.800978 -5.812638 0.842279 0.074 -0.037 0.046 0.29
C -2.681395 -3.761983 -1.113997 -0.131 0.025 0.044 -0.52
H 1.552380 0.019671 0.845092 -0.044 -0.063 -0.112 0.37
N -1.738864 4.591915 -3.988141 -0.073 -0.114 -0.146 0.86
N -1.837860 -1.548162 1.274895 0.179 0.070 0.212 -0.54
O -1.147384 -5.473837 -1.200032 0.044 -0.081 -0.040 -0.56
N -4.494607 2.753010 -2.120989 0.020 -0.053 -0.049 0.96
O -3.229035 -6.020228 -1.225191 -0.022 -0.021 -0.023 -0.53
H 0.226408 -6.055822 0.623846 0.045 0.000 -0.044 0.26
N -2.335062 -5.204941 -1.194314 0.023 0.118 0.089 0.92
N 1.034256 -6.480220 2.501311 0.004 -0.045 -0.057 0.91
C -1.850075 0.959967 3.607859 0.173 -0.604 -0.118 -0.58
H -3.759847 -3.664629 -1.109873 -0.025 -0.069 -0.030 0.28
C 0.824250 1.040859 3.152058 0.052 -0.275 0.112 -0.69
H 3.020142 -0.853991 1.310870 0.093 -0.031 -0.120 0.34
H -2.348472 4.982747 -5.944694 0.054 0.006 -0.016 0.31
N -1.635642 9.505370 -3.747266 -0.001 -0.025 0.004 0.87
O 2.053549 -5.818615 2.431447 0.018 0.067 0.020 -0.54
H 0.897052 1.524725 4.130713 -0.006 0.069 0.075 0.34
H 6.915768 0.684238 -1.629462 0.032 -0.013 0.043 0.29
C 0.446176 -6.939236 1.213827 -0.068 -0.062 0.017 -0.66
H -1.407800 2.368614 0.913557 0.142 0.131 -0.214 0.30
O 0.475258 -6.779331 3.532212 -0.035 0.006 0.026 -0.54
H 6.200068 1.684679 -0.340736 0.038 -0.028 0.028 0.30
C -1.350644 8.166328 -3.161620 0.037 -0.011 0.114 -0.65
H -2.568915 0.212714 3.946497 -0.140 0.058 0.157 0.12
F 3.141344 0.886137 3.574473 0.049 -0.057 -0.052 -0.39
H -2.247844 -3.367839 -0.196561 0.030 0.104 -0.040 0.17
O 5.601232 -0.795969 0.025878 0.029 -0.029 0.033 -0.49
H 4.033394 -6.033720 1.064728 -0.019 0.001 0.016 0.26
B -0.534283 0.277339 3.148637 0.113 0.275 0.189 0.32
H -3.672496 2.842984 -0.193874 -0.014 -0.002 0.016 0.02
N 5.141952 -0.050163 -0.812367 -0.007 -0.017 0.017 0.84

=====

3.
66
Properties=species:S:1:pos:R:3:forces:R:3:mulliken_charge:R:1 method="wB97M-V/def2-TZVPD" e_homo_ev=0.656 charge=-3 total_energy_ha=-2637.64963 orbital_gap_ha=0.1991 relative_energy_ev=0.000
H 10.148937 -20.000557 1.090387 -0.518 -0.045 0.279 0.43
H 12.571626 -20.543042 3.718410 -0.003 0.147 0.034 -0.12
H 18.990824 -20.000474 5.906111 0.158 -0.413 0.198 -0.32
O 15.830399 -17.470531 2.218497 -0.149 0.443 0.138 -0.91
S 16.773923 -17.370726 1.117070 -0.007 -0.864 -0.539 1.07
F 15.704639 -14.968593 0.720346 0.019 0.368 -0.257 -0.26
F 14.758836 -16.570255 -0.383775 -0.218 0.219 -0.309 -0.25
H 9.936255 -19.281192 3.605108 0.212 -0.131 0.522 0.37
H 14.052613 -21.191470 4.279094 -0.455 -0.053 -0.413 -0.59
S 15.946603 -17.888766 7.982800 1.480 0.429 -1.164 1.11
H 12.177167 -17.991750 5.755172 0.276 0.031 0.205 -0.38
H 11.199042 -16.544684 5.783584 0.099 0.129 0.132 0.26
H 15.064871 -22.941040 0.030623 -0.126 0.064 -0.059 0.36
H 9.556467 -16.852150 8.543184 0.002 0.317 -0.194 0.32
O 15.763483 -22.237253 1.771428 0.318 -0.393 -0.555 -0.63
O 9.917229 -19.077850 6.184582 -0.325 0.459 -0.373 -0.59
H 14.799880 -19.524782 4.358255 0.356 0.770 0.894 -0.05
H 14.761388 -20.525369 -0.097168 -0.022 0.199 -0.159 0.38
H 10.952864 -18.791168 7.847453 0.167 0.697 0.429 0.24
O 18.058156 -16.796621 1.370771 0.220 0.614 0.285 -0.68
H 12.692564 -22.890293 1.685091 -0.174 -0.407 -0.211 0.12
F 14.321372 -16.145901 9.201422 -0.241 0.012 -0.037 -0.26
H 18.879082 -18.065705 6.307147 0.303 0.343 0.124 -0.27
C 11.643572 -17.314821 6.423476 -0.516 -0.268 -0.398 -0.18
C 11.624447 -18.238548 2.756055 -0.975 0.061 -0.524 -1.04
C 13.666460 -23.395863 1.632747 -0.941 0.667 -0.160 -0.92
H 15.208152 -18.081361 3.678769 0.238 -0.125 0.221 0.68
C 10.657793 -20.441101 1.948619 1.286 -0.212 -0.012 -0.64
H 11.657527 -20.673412 1.564905 -0.077 0.086 -0.037 -0.43
H 12.421263 -18.429346 2.034317 0.147 -0.057 0.189 0.25
F 15.530572 -17.330553 10.520102 -0.354 -0.339 0.329 -0.25
H 16.022098 -21.104196 4.120400 0.263 -0.028 -0.238 -0.26
H 15.165613 -20.647501 5.800476 -0.087 0.211 0.228 -0.35
C 14.809708 -17.392023 9.382500 0.928 0.371 -0.610 0.42
C 14.084514 -21.074823 0.541184 -1.147 -0.704 0.659 -0.80
H 10.564907 -19.645957 5.748490 0.492 0.157 0.039 0.28
O 14.719634 -18.507967 4.441159 -0.190 -0.023 -0.774 0.16
O 11.723084 -20.227132 4.075973 -1.239 -0.062 0.742 -0.68
O 16.264048 -19.270688 8.168605 -0.960 -0.192 0.505 -0.63
F 13.764684 -18.202955 9.559219 -0.182 -0.174 0.273 -0.24
H 8.520356 -18.049183 7.784807 0.044 -0.084 0.021 0.37
H 19.047636 -18.736010 4.409439 0.104 0.226 -0.424 -0.29
C 14.642806 -22.444331 0.911106 1.101 -0.022 1.485 0.36
H 8.981570 -16.652458 6.830237 0.110 0.184 0.112 0.33
H 14.971918 -18.109610 5.358262 0.348 -0.633 0.127 0.46
H 12.016744 -17.737181 3.632993 0.115 -0.003 0.015 0.03
F 16.658742 -15.784229 -1.057505 0.136 0.255 -0.279 -0.24
C 9.332922 -17.347273 7.594897 0.250 -0.092 0.412 -1.44
H 12.354439 -16.890734 7.128341 -0.016 0.069 0.020 0.19
C 15.948597 -16.092293 0.028253 -0.132 -1.040 1.163 0.54
H 13.904766 -23.558131 2.683451 0.490 0.068 -0.090 0.28
H 15.489871 -22.003434 2.682214 0.068 0.165 -0.212 0.19
H 17.366684 -18.989541 5.490534 -0.449 0.022 -0.220 -0.48
O 16.789889 -18.543205 0.273400 -0.208 0.089 -0.316 -0.68
H 13.565774 -24.369489 1.148934 -0.074 0.054 -0.076 0.30
C 10.539197 -18.116031 7.087037 -0.415 -1.678 -0.331 0.65
C 10.896154 -19.529354 3.151160 1.172 0.101 -0.913 0.61
H 10.904086 -17.567902 2.264980 0.159 0.049 0.019 0.43
O 17.062940 -16.993218 8.153551 -0.682 0.396 0.503 -0.66
H 13.922984 -20.519170 1.471417 0.392 0.090 -0.017 -0.12
H 15.153619 -22.517004 5.276886 -0.067 -0.408 -0.170 -0.31
O 15.104609 -17.538689 6.820897 -0.439 -0.290 0.240 -0.85
H 10.305118 -21.415874 2.288819 -0.633 0.157 -0.178 0.29
H 13.055325 -21.200039 0.167113 0.404 0.180 -0.675 0.32
B 18.569739 -18.924890 5.508558 0.254 -0.159 0.172 0.60
B 15.117750 -21.387033 4.859510 -0.090 0.002 0.211 1.38